Record 1
# C3H8N3S

A gas-phase ion, C3H8N3S (charge +1) (the ωB97M-V functional and the def2-TZVPD basis, the Open Molecules 2025 dataset).

Element x y z (Å)
C (2.32, 0.62, -0.10)
C (-0.17, 0.66, 0.55)
C (3.70, 0.63, -0.37)
N (1.16, 0.67, 0.04)
N (-1.26, 0.99, -0.41)
N (-3.77, -0.80, -0.27)
S (-2.77, 1.12, 0.00)
H (-0.32, -0.36, 0.94)
H (-0.17, 1.38, 1.37)
H (4.27, 0.52, 0.56)
H (3.97, 1.58, -0.84)
H (3.95, -0.18, -1.05)
H (-4.35, -0.94, 0.55)
H (-3.13, -1.58, -0.40)
H (-4.35, -0.68, -1.09)

Computed properties:
- charge = +1

Atom charges from the Löwdin analysis, given in e for atoms 1 to 5:
1 C 0.056
2 C -0.294
3 C 0.021
4 N 0.229
5 N -0.556

=====

Record 2
# CH2FPS

2 unconnected molecules or ions with the total composition CH2FPS (the ωB97M-V functional and the def2-TZVPD basis, the Open Molecules 2025 dataset).

Element x y z (Å)
C (-0.69, 0.08, 0.29)
F (1.54, -0.87, 0.50)
P (0.47, -0.79, -0.66)
S (-2.23, 0.36, -0.20)
H (-0.30, 0.08, 1.39)
H (1.20, 1.14, -1.31)

Atom charges from the Löwdin analysis, given in e for atoms 1 to 5:
1 C -1.060
2 F -0.409
3 P 0.783
4 S 0.560
5 H 0.053

=====

For each record above, in turn, the calculated maximum force values are 5.3; 3.9 eV Å⁻¹.
For each record above, in turn, the calculated electronic energy values are -18536.7238; -23907.9180 eV.
For each record above, in turn, the calculated energy above the lowest of the compared OMol25 structures with the same formula, charge and spin values are 2.7819; 2.8215 eV.